{"formula": "C27H25Cl2FN4PdSi", "method": "ωB97M-V with the def2-TZVPD basis set", "e_tot_ha": -2700.31489, "orbital_gap_ev": [7.101, 5.527], "e_homo_ha": [-0.278, -0.280], "spin_multiplicity": 5, "elements": ["Pd", "C", "C", "C", "C", "C", "C", "N", "N", "C", "C", "C", "C", "C", "C", "H", "H", "H", "H", "H", "H", "H", "H", "H", "C", "Si", "C", "C", "N", "C", "C", "C", "C", "C", "C", "F", "H", "H", "H", "H", "H", "H", "H", "H", "H", "H", "H", "H", "H", "Cl", "C", "C", "C", "C", "C", "Cl", "C", "N", "H", "H", "H"], "coordinates": [[-0.642, -0.021, -0.843], [-2.683, 1.805, 4.497], [-3.227, 0.552, 4.342], [-3.109, -0.216, 3.206], [-2.360, 0.282, 2.132], [-1.791, 1.486, 2.309], [-1.937, 2.262, 3.454], [-2.239, -0.290, 0.860], [-2.972, -1.268, 0.648], [-2.870, -1.881, -0.665], [-3.824, -2.837, -0.976], [-3.704, -3.589, -2.172], [-2.665, -3.245, -2.969], [-1.768, -2.172, -2.767], [-1.951, -1.436, -1.618], [-2.870, 2.327, 5.430], [-3.934, 0.151, 5.040], [-3.753, -1.075, 3.085], [-1.122, 1.893, 1.545], [-1.499, 3.256, 3.455], [-4.598, -3.072, -0.218], [-4.355, -4.400, -2.379], [-2.440, -3.962, -3.800], [-0.926, -1.979, -3.420], [2.459, 2.700, -2.933], [0.666, 2.138, -2.648], [-0.389, 3.699, -2.674], [0.167, 0.982, -4.033], [0.635, 1.503, -1.075], [1.555, 1.937, -0.124], [2.492, 1.052, 0.455], [3.408, 1.376, 1.475], [3.388, 2.660, 1.947], [2.399, 3.529, 1.484], [1.608, 3.263, 0.422], [0.604, 4.083, 0.044], [3.065, 1.808, -3.033], [2.814, 3.227, -2.045], [2.577, 3.285, -3.819], [-0.523, 4.310, -3.550], [-0.129, 4.458, -1.864], [-1.422, 3.509, -2.363], [0.161, 1.611, -4.931], [-0.871, 0.580, -3.845], [0.852, 0.135, -4.217], [2.436, 0.109, 0.010], [4.153, 0.625, 1.746], [4.106, 3.079, 2.595], [2.220, 4.465, 1.935], [2.278, -3.133, -2.002], [2.163, -3.455, -0.334], [2.955, -4.372, 0.243], [2.932, -4.552, 1.656], [2.132, -3.779, 2.513], [1.230, -2.856, 1.926], [0.292, -1.795, 3.005], [1.215, -2.652, 0.515], [0.396, -1.805, 0.003], [3.698, -4.963, -0.325], [3.414, -5.376, 2.129], [2.099, -3.956, 3.538]], "atomic_forces_ev_per_a": [[-0.055, -0.478, 0.220], [-0.054, -0.243, 0.616], [-1.095, -1.154, -0.068], [-0.394, 0.126, -0.755], [-0.922, -0.682, 1.001], [2.007, 2.264, -0.376], [0.434, 0.812, -0.441], [0.080, -1.154, -1.244], [-0.378, -0.538, -0.805], [-0.930, 0.906, 0.341], [-0.556, -1.119, 0.522], [-0.203, 1.745, 2.250], [2.003, -1.164, -2.651], [-1.129, -0.570, 0.627], [1.091, 0.268, 0.869], [0.158, 0.263, -0.260], [-0.044, 0.019, 0.744], [0.347, -0.260, 0.040], [-0.383, -0.171, -0.105], [0.079, -0.179, 0.107], [0.535, 0.125, -0.573], [-0.405, -0.502, -0.208], [-0.268, 0.911, 0.444], [-0.215, -0.060, -0.208], [-0.684, -0.742, 0.613], [0.853, 1.898, -1.259], [-0.727, 1.207, 1.581], [-0.825, -0.498, 0.369], [0.330, -0.154, 1.166], [1.041, 0.335, 1.220], [-0.500, 1.349, 0.113], [-0.224, -0.528, -1.429], [-0.731, 0.292, -0.393], [0.492, 0.453, -0.091], [-1.539, -2.746, -0.726], [0.420, 0.506, 0.444], [0.357, -0.278, -0.053], [0.050, 0.196, -0.199], [0.105, 0.545, -0.541], [0.364, -0.088, -0.820], [0.256, -1.142, -1.134], [-0.158, -0.533, -0.088], [-0.165, -0.163, 0.013], [0.938, 0.340, -0.390], [-0.253, 0.354, 0.243], [0.262, -1.659, -0.335], [-0.239, 0.368, 0.154], [0.637, -0.001, 1.017], [0.240, 1.111, 0.551], [-0.262, 0.192, -0.288], [-1.207, 1.253, 0.898], [1.318, -1.089, 1.162], [-1.260, 0.656, 0.243], [-0.939, 0.579, -3.204], [1.155, -0.114, 1.684], [0.542, -0.898, -1.123], [0.745, -0.965, -0.427], [-0.207, 0.883, -0.722], [-0.754, 0.461, 0.161], [0.797, -0.382, -0.048], [0.069, -0.163, 1.551]]}